No. 1
{"formula": "C4H18B3CdO2", "method": "ωB97M-V with the def2-TZVPD basis set", "symbols": ["Cd", "B", "H", "H", "H", "H", "B", "H", "H", "H", "H", "B", "H", "H", "H", "H", "O", "C", "O", "C", "C", "C", "H", "H", "H", "H", "H", "H"], "xyz": [[-1.269, 1.006, 0.773], [0.231, 2.532, 1.032], [0.295, 1.920, 0.078], [1.022, 3.374, 0.980], [-0.839, 2.900, 1.135], [0.341, 1.817, 1.911], [-2.538, 1.367, -0.861], [-1.431, 1.408, -1.075], [-3.099, 1.730, -1.804], [-2.761, 0.309, -0.509], [-2.711, 2.047, 0.030], [-2.023, 0.219, 2.661], [-2.603, -0.160, 1.759], [-0.988, -0.228, 2.534], [-1.943, 1.347, 2.583], [-2.604, -0.031, 3.627], [0.038, -0.487, 0.032], [0.869, -1.203, -0.450], [1.868, -1.694, 0.286], [2.976, -2.043, -0.530], [2.401, -2.345, -1.931], [1.065, -1.553, -1.899], [3.453, -2.947, -0.162], [3.665, -1.201, -0.588], [2.284, -3.412, -2.098], [2.969, -1.910, -2.752], [0.241, -2.142, -2.300], [1.093, -0.621, -2.461]], "spin_multiplicity": 1, "homo_ev": -5.45, "total_charge": -1, "lumo_energy_ev": 2.56, "largest_force_ev_per_a": 2.925}



No. 2
{"formula": "C4H18B3FNO5Tl", "method": "ωB97M-V with the def2-TZVPD basis set", "symbols": ["Tl", "B", "H", "H", "H", "H", "B", "H", "H", "H", "H", "B", "H", "H", "H", "H", "C", "C", "O", "C", "O", "O", "F", "H", "H", "H", "C", "N", "O", "O", "H", "H", "H"], "xyz": [[1.249, -0.422, 1.410], [1.809, -3.520, 2.101], [2.635, -2.903, 2.419], [1.862, -4.443, 2.658], [0.854, -3.029, 2.201], [1.934, -3.655, 1.037], [-0.827, 0.260, 3.544], [-1.330, -0.609, 3.147], [-1.406, 0.615, 4.382], [0.194, -0.011, 3.765], [-0.745, 0.989, 2.753], [3.861, -1.596, 0.130], [2.876, -2.011, -0.021], [4.030, -1.642, 1.195], [4.568, -2.170, -0.448], [3.867, -0.540, -0.090], [-3.684, 1.704, -1.932], [-4.392, 0.516, -1.335], [-3.517, 0.240, -0.254], [-2.297, 0.628, -0.549], [-1.277, 0.208, -0.017], [-2.332, 1.471, -1.590], [-4.426, -0.440, -2.236], [-4.085, 2.524, -1.337], [-3.923, 1.798, -2.991], [-5.399, 0.752, -0.992], [1.352, 2.835, -2.575], [1.557, 1.448, -2.251], [1.201, 1.064, -1.138], [1.850, 0.671, -3.141], [0.282, 2.981, -2.723], [1.940, 3.015, -3.476], [1.724, 3.271, -1.648]], "spin_multiplicity": 1, "homo_ev": -9.91, "lumo_energy_ev": -5.83, "largest_force_ev_per_a": 6.011}



No. 3
{"formula": "C4H18BrN8O5", "method": "ωB97M-V with the def2-TZVPD basis set", "symbols": ["Br", "C", "O", "N", "N", "H", "H", "H", "H", "C", "O", "N", "N", "H", "H", "H", "H", "C", "O", "N", "N", "H", "H", "H", "H", "C", "O", "N", "N", "H", "H", "H", "H", "O", "H", "H"], "xyz": [[0.249, -0.702, -2.199], [2.558, -2.946, 4.296], [2.468, -3.569, 5.356], [3.156, -3.386, 3.240], [1.924, -1.915, 3.910], [3.719, -4.209, 3.400], [3.121, -2.978, 2.316], [1.374, -1.362, 4.552], [2.103, -1.640, 2.955], [-5.200, -3.934, 2.889], [-5.625, -2.850, 3.229], [-5.667, -5.168, 3.147], [-4.286, -3.958, 1.967], [-5.853, -5.562, 2.236], [-6.447, -5.122, 3.787], [-4.015, -3.057, 1.600], [-3.851, -4.845, 1.756], [4.469, 3.670, -6.630], [5.296, 4.389, -7.278], [4.762, 2.599, -6.104], [3.322, 4.087, -6.366], [5.671, 2.165, -6.170], [4.037, 2.084, -5.624], [2.646, 3.595, -5.800], [3.204, 5.084, -6.481], [-1.220, 4.323, 3.277], [-1.930, 5.128, 3.823], [0.027, 4.205, 3.491], [-1.737, 3.309, 2.648], [0.708, 3.574, 3.094], [0.395, 4.712, 4.283], [-2.740, 3.422, 2.692], [-1.116, 2.789, 2.044], [-2.005, -0.978, -7.894], [-2.197, -0.094, -8.206], [-1.319, -0.858, -7.238]], "spin_multiplicity": 1, "homo_ev": -4.28, "total_charge": -1, "lumo_energy_ev": 2.16, "largest_force_ev_per_a": 9.628}



No. 4
{"formula": "C4H18NO3", "method": "ωB97M-V with the def2-TZVPD basis set", "symbols": ["C", "C", "C", "C", "N", "H", "H", "H", "H", "H", "H", "H", "H", "H", "H", "H", "H", "H", "H", "O", "H", "H", "O", "H", "H", "O"], "xyz": [[-0.297, -0.608, 0.006], [1.075, -0.706, -0.605], [1.524, 0.687, -1.039], [2.109, -1.375, 0.299], [-1.066, -1.880, -0.087], [-0.337, -0.248, 1.037], [-0.877, 0.207, -0.430], [1.059, -1.312, -1.512], [1.089, 0.986, -2.002], [1.142, 1.445, -0.339], [2.594, 0.766, -1.187], [2.297, -0.767, 1.197], [3.083, -1.394, -0.197], [1.858, -2.352, 0.707], [-0.908, -2.318, -0.991], [-0.794, -2.498, 0.674], [-2.099, -1.765, 0.011], [-0.339, 2.750, 1.480], [-1.340, 2.090, 2.420], [-0.757, 1.901, 1.676], [-4.409, -2.166, 0.777], [-4.435, -1.816, -0.701], [-3.826, -1.996, 0.026], [0.834, 4.783, -0.257], [1.739, 3.732, -0.827], [1.081, 3.856, -0.134]], "spin_multiplicity": 1, "homo_ev": -14.39, "total_charge": 1, "lumo_energy_ev": -2.97, "largest_force_ev_per_a": 1.378}



No. 5
{"formula": "C4H18O5", "method": "ωB97M-V with the def2-TZVPD basis set", "symbols": ["C", "C", "O", "H", "H", "H", "H", "H", "H", "C", "C", "O", "H", "H", "H", "H", "H", "H", "O", "H", "H", "O", "H", "H", "O", "H", "H"], "xyz": [[-0.844, -1.071, 1.720], [-2.084, -1.591, 1.005], [-2.010, -1.303, -0.427], [0.025, -1.621, 1.352], [-0.864, -1.367, 2.773], [-0.715, -0.004, 1.563], [-3.010, -1.161, 1.392], [-2.111, -2.672, 1.146], [-2.608, -0.546, -0.435], [2.508, 0.888, 1.689], [2.963, 1.026, 0.233], [2.317, 0.044, -0.570], [2.356, -0.135, 2.013], [1.612, 1.504, 1.814], [3.209, 1.363, 2.386], [4.040, 0.844, 0.204], [2.760, 1.991, -0.239], [1.429, 0.356, -0.819], [-0.299, 0.713, -1.339], [-0.684, -0.182, -1.215], [-1.067, 1.317, -1.307], [0.150, -2.103, -3.122], [0.507, -1.649, -2.349], [0.900, -2.179, -3.721], [-2.438, 2.495, -1.201], [-2.940, 2.343, -2.014], [-3.103, 2.698, -0.532]], "spin_multiplicity": 1, "homo_ev": -9.55, "smiles": "CCO.CCO.O.O.O", "lumo_energy_ev": 0.04, "largest_force_ev_per_a": 1.690}



No. 6
{"formula": "C4H19BClInN6O6P", "method": "ωB97M-V with the def2-TZVPD basis set", "symbols": ["O", "B", "O", "C", "In", "P", "O", "Cl", "H", "H", "H", "H", "H", "H", "H", "C", "O", "N", "N", "H", "H", "H", "H", "C", "O", "N", "N", "H", "H", "H", "H", "C", "O", "N", "N", "H", "H", "H", "H"], "xyz": [[-2.891, 1.922, 3.163], [-3.113, 2.446, 1.876], [-2.282, 3.458, 1.354], [-4.304, 1.886, 1.007], [-3.812, 0.015, -0.148], [-1.468, -0.890, 0.238], [-1.216, -1.224, 1.912], [-0.113, 0.708, -0.166], [-3.695, 1.499, 3.394], [-2.876, 4.046, 0.930], [-5.187, 1.708, 1.631], [-4.594, 2.645, 0.272], [-3.931, 0.410, -1.907], [-5.098, -1.188, 0.205], [-0.997, -0.378, 2.303], [1.537, -4.595, 1.843], [2.478, -5.080, 1.220], [0.974, -3.402, 1.534], [0.980, -5.239, 2.920], [0.204, -2.992, 2.035], [1.359, -2.897, 0.749], [1.369, -6.123, 3.178], [0.212, -4.872, 3.446], [3.452, -1.395, -0.762], [2.374, -1.568, -0.223], [3.559, -1.106, -2.093], [4.632, -1.471, -0.078], [4.429, -0.958, -2.563], [2.706, -1.041, -2.616], [4.579, -1.688, 0.898], [5.529, -1.334, -0.498], [0.931, 3.829, -3.500], [1.584, 4.392, -4.372], [-0.432, 3.880, -3.457], [1.509, 3.102, -2.504], [-0.985, 3.420, -2.757], [-0.893, 4.401, -4.175], [2.506, 3.034, -2.503], [0.986, 2.639, -1.786]], "spin_multiplicity": 1, "homo_ev": -4.27, "total_charge": -1, "lumo_energy_ev": 2.48, "largest_force_ev_per_a": 2.189}



No. 7
{"formula": "C4H19BrNO5", "method": "ωB97M-V with the def2-TZVPD basis set", "symbols": ["Br", "O", "H", "H", "O", "H", "H", "O", "H", "H", "O", "H", "H", "C", "C", "C", "O", "C", "N", "H", "H", "H", "H", "H", "H", "H", "H", "H", "H", "H"], "xyz": [[0.671, 2.043, -1.472], [2.014, 4.127, 0.835], [1.160, 4.064, 1.283], [1.858, 3.614, 0.022], [-0.687, 3.370, 1.517], [-0.673, 2.912, 0.659], [-1.482, 3.910, 1.486], [2.337, 5.468, -2.252], [1.837, 6.197, -2.628], [1.701, 4.741, -2.208], [2.457, -0.814, -1.852], [2.544, 0.152, -1.845], [1.536, -0.924, -1.593], [0.227, -1.415, 1.290], [-0.853, -1.576, 0.237], [-1.969, -2.520, 0.693], [-1.561, -3.742, 1.225], [-0.842, -4.515, 0.318], [-1.438, -0.267, -0.024], [0.530, -2.353, 1.752], [-0.115, -0.739, 2.075], [1.096, -0.931, 0.832], [-0.435, -2.013, -0.687], [-2.705, -2.628, -0.129], [-2.550, -1.983, 1.454], [-0.690, -5.503, 0.750], [0.125, -4.066, 0.073], [-1.398, -4.662, -0.623], [-2.029, -0.289, -0.853], [-0.664, 0.341, -0.335]], "spin_multiplicity": 1, "homo_ev": -5.46, "total_charge": -1, "lumo_energy_ev": 3.02, "largest_force_ev_per_a": 1.591}



No. 8
{"formula": "C4H19N3O3", "method": "ωB97M-V with the def2-TZVPD basis set", "symbols": ["N", "C", "C", "C", "N", "C", "N", "H", "H", "H", "H", "H", "H", "H", "H", "H", "H", "H", "H", "H", "O", "H", "H", "O", "H", "H", "O", "H", "H"], "xyz": [[0.011, 1.920, 1.783], [0.097, 0.637, 2.517], [0.171, -0.496, 1.535], [-1.026, -0.614, 0.557], [-2.252, -0.982, 1.284], [-0.892, -1.644, -0.555], [0.230, -1.343, -1.451], [0.848, 2.224, 1.359], [-0.190, 2.636, 2.466], [-0.764, 0.597, 3.163], [0.947, 0.651, 3.208], [1.102, -0.621, 0.975], [0.055, -1.450, 2.074], [-1.111, 0.376, 0.111], [-2.387, -0.334, 2.044], [-2.199, -1.922, 1.629], [-0.744, -2.591, -0.017], [-1.821, -1.800, -1.096], [0.509, -0.374, -1.397], [0.999, -1.921, -1.150], [0.884, 3.094, -1.945], [0.215, 2.656, -1.417], [1.366, 2.391, -2.383], [-1.470, -0.622, -3.492], [-0.614, -1.002, -3.170], [-1.532, 0.081, -2.833], [2.818, 0.237, -1.325], [3.507, 0.826, -1.000], [3.244, -0.612, -1.476]], "spin_multiplicity": 1, "homo_ev": -9.23, "smiles": "NCC[C@H](N)CN.O.O.O", "lumo_energy_ev": 0.17, "largest_force_ev_per_a": 2.554}